# 1
{
  "formula": "C42H94Cl14O15",
  "method": "ωB97M-V/def2-TZVPD",
  "symbols": ["Cl", "Cl", "Cl", "Cl", "Cl", "Cl", "Cl", "Cl", "Cl", "Cl", "Cl", "Cl", "Cl", "Cl", "O", "O", "O", "O", "O", "O", "O", "O", "O", "O", "O", "O", "O", "O", "O", "C", "C", "C", "C", "C", "C", "C", "C", "C", "C", "C", "C", "C", "C", "C", "C", "C", "C", "C", "C", "C", "C", "C", "C", "C", "C", "C", "C", "C", "C", "C", "C", "C", "C", "C", "C", "C", "C", "C", "C", "C", "C", "H", "H", "H", "H", "H", "H", "H", "H", "H", "H", "H", "H", "H", "H", "H", "H", "H", "H", "H", "H", "H", "H", "H", "H", "H", "H", "H", "H", "H", "H", "H", "H", "H", "H", "H", "H", "H", "H", "H", "H", "H", "H", "H", "H", "H", "H", "H", "H", "H", "H", "H", "H", "H", "H", "H", "H", "H", "H", "H", "H", "H", "H", "H", "H", "H", "H", "H", "H", "H", "H", "H", "H", "H", "H", "H", "H", "H", "H", "H", "H", "H", "H", "H", "H", "H", "H", "H", "H", "H", "H", "H", "H", "H", "H"],
  "xyz": [[-7.0933, -3.9009, -0.4155], [0.1028, 0.1634, -9.3913], [-1.3384, -2.8581, -0.5389], [-4.3437, 1.0511, -3.6405], [-6.7068, -0.3946, 0.2156], [8.3519, -3.9886, 0.4215], [-0.0272, -2.3592, -5.2482], [2.6758, 0.7231, -7.5370], [6.6896, -2.8727, -1.6358], [2.1996, -4.3776, -2.5853], [3.8919, -2.8757, -6.7936], [1.7633, -4.2205, 5.7284], [-1.6183, 1.5279, -4.6058], [-0.6822, -2.9354, 3.7813], [-2.0917, 0.2846, -0.0027], [0.6897, 0.3603, -1.2827], [2.6317, -0.8506, -2.8140], [-7.3540, 1.3923, 4.5180], [-4.6051, 4.1018, -1.8464], [3.2696, -4.7615, 1.3199], [-4.0524, 4.0518, 1.0502], [5.8055, -6.5261, 1.9538], [2.8569, 2.7651, 1.7377], [-4.3518, 1.4091, 4.1748], [3.1666, -1.7824, 1.4430], [-3.2575, 0.5895, 6.6912], [6.8889, 1.6822, -1.1890], [4.7689, 3.2539, -0.2176], [-6.8641, 6.2179, -2.1907], [4.0291, -0.5661, -2.9195], [3.0623, -0.4799, 1.0586], [-2.7714, 1.6530, -3.2840], [0.1812, 1.1142, -0.1182], [3.6964, 4.1389, 0.0469], [2.1291, -2.9016, -6.6365], [3.4847, -5.7832, 2.3380], [1.4328, 1.1239, -2.2044], [-4.3283, 2.9842, 0.1523], [-0.0520, -3.1040, -1.7198], [1.1400, 1.7324, -7.4269], [-5.6498, 6.0012, -2.8400], [7.6709, 0.6232, -0.7660], [-4.6137, 0.1157, 4.7941], [-6.6852, 2.3516, 3.7540], [1.8978, 2.7046, 2.7581], [-5.7226, -2.9898, 0.3339], [6.2870, -6.4927, 3.2964], [6.0341, 3.8227, -0.5024], [4.4321, -6.8993, 1.9440], [1.7102, -2.2684, -5.3861], [-0.0337, 0.8263, -7.7325], [-8.1079, 6.1048, -2.8747], [-3.3829, -0.2320, 5.5277], [-0.8657, 0.2949, 0.7014], [-2.8604, 3.8770, 1.7354], [1.7443, 0.1012, -3.2913], [-5.3336, 1.7851, 3.2639], [-3.0975, -0.4494, 0.5861], [3.7654, -2.5642, 0.4562], [1.8823, -2.7347, 4.7047], [0.9833, -2.6910, 3.5017], [-5.3496, 3.4048, -0.8363], [4.3427, -3.7997, 1.0654], [7.0791, 2.7220, -0.3384], [7.6166, -4.2206, -1.1780], [-8.1314, 0.5052, 3.7186], [-2.1272, 0.2413, 7.4781], [-6.0651, -1.7978, 1.1406], [0.8286, -4.2314, -1.3861], [-5.1860, 4.5643, -3.0441], [3.3692, 4.0420, 1.5452], [-3.9456, -0.4557, -0.1688], [0.4852, -2.1205, -1.7110], [-7.9968, -0.5077, 4.1080], [8.4702, -4.2895, -1.8484], [3.6858, -5.3202, 3.2907], [8.7381, 0.7169, -0.6556], [-8.0430, 6.6572, -3.7633], [4.2408, -7.7715, 2.5655], [-4.9384, 2.6562, 2.6540], [1.0036, 1.4560, 0.6025], [1.3287, -3.5355, 2.7802], [-8.3573, 5.1226, -3.3066], [-4.3202, 4.4961, -3.7487], [-0.9533, 1.3862, -7.6803], [1.0916, 3.3524, 2.4614], [4.3931, 0.2053, -2.2777], [5.9303, -7.3071, 3.9059], [3.9759, 5.1751, -0.1130], [5.0688, -4.3110, 0.3783], [2.1870, 3.0010, 3.7729], [-5.4251, 0.9538, 2.5190], [2.0983, 0.5932, -4.1817], [-2.0120, 3.9536, 1.1085], [-5.8581, 2.5243, -1.2359], [2.9000, -2.7606, 4.3097], [3.0515, -2.8208, -0.3800], [-0.5230, -3.2218, -2.6968], [-2.7304, 4.6628, 2.5014], [-2.8583, 2.7430, -3.0228], [2.7164, -0.3557, 0.0365], [6.0336, 4.2688, -1.5255], [8.1054, 3.1544, -0.5106], [2.8021, 4.9369, 1.7813], [4.4457, -1.5434, -2.5957], [4.0370, 0.0021, 1.0116], [1.2927, -4.1796, -0.4461], [-4.7274, 2.1243, 0.6742], [-2.1237, -0.8325, 7.8034], [-2.4212, -0.1069, 4.9545], [1.9294, -3.9525, -6.6117], [-2.8206, -1.4787, 0.7262], [2.3686, 0.0532, 1.7500], [4.2010, -0.2789, -3.9634], [6.2815, 4.6708, 0.0703], [2.4908, -6.3060, 2.4553], [0.8055, -0.4230, -3.4578], [7.2363, 2.5234, 0.7150], [1.7351, -1.9442, 5.4071], [-6.0278, 3.9122, -3.3919], [-4.8922, -2.8635, -0.4071], [-7.8452, 0.5065, 2.7002], [5.9186, -5.6624, 3.7715], [7.3861, -6.4524, 3.1356], [0.2970, -5.1328, -1.3888], [-5.4099, 0.1366, 5.5107], [-5.2059, -1.4432, 1.6846], [-0.1306, 0.0031, -7.0413], [-2.7298, 2.9224, 2.2633], [-4.8442, -0.6526, 4.0439], [4.2144, -7.2199, 0.8484], [-0.5286, -0.7727, 0.7507], [-3.2725, -1.3105, 5.7095], [7.1403, -5.1392, -1.2902], [0.7437, 1.9054, -2.5167], [-9.1705, 0.7676, 3.7414], [2.4039, 1.5874, -1.8848], [4.2793, 4.2930, 2.0789], [1.2502, 2.5078, -8.2191], [-2.3432, 1.1160, -2.4153], [-5.3584, -3.6922, 1.0745], [-3.4050, 2.5962, -0.3350], [-0.3688, 1.9304, -0.5742], [-8.8967, 6.4170, -2.1686], [2.8168, 3.8577, -0.5164], [7.1978, 0.0740, 0.0620], [1.0883, 2.1580, -6.3916], [4.8085, -3.6269, 2.0310], [-5.6384, 6.4767, -3.8343], [2.2500, -2.7314, -4.5946], [4.5411, -1.9178, 0.0824], [-0.9411, 0.6255, 1.7392], [-3.3514, 0.0105, 1.5574], [2.0072, -1.2264, -5.3190], [-7.2724, 2.6893, 2.9086], [-6.3520, 3.1454, 4.4335], [-6.8597, -1.9976, 1.8374], [1.5289, 1.7097, 2.8687], [-6.1228, 3.9386, -0.2578], [7.6089, -0.1397, -1.6205], [1.0847, -1.6567, 3.0005], [-2.1031, 0.8685, 8.2949], [-1.2420, 0.4071, 6.8907], [1.6621, -2.4528, -7.4851], [-4.7926, 6.4634, -2.3256]],
  "mulliken_charge": [-0.214, -0.186, -0.124, -0.168, -0.198, -0.179, -0.213, -0.183, 0.000, -0.212, -0.225, -0.223, -0.066, -0.173, 0.633, 0.670, 0.783, -0.399, -0.238, -0.044, -0.485, -0.276, -0.097, -0.391, -0.142, -0.358, -0.251, -0.114, -0.297, -0.793, -0.362, 0.837, -0.236, -0.559, -0.583, -0.447, -0.317, 2.033, 0.448, -0.341, -0.769, -0.728, 0.015, -0.917, -0.813, -0.370, -0.870, -0.785, -0.791, 0.944, -0.172, -0.761, -0.460, -0.385, -0.636, -1.227, 0.992, -1.096, 0.826, -0.504, 1.094, -1.288, -0.616, -0.693, -0.525, -0.592, -0.766, 0.269, -0.293, -0.362, -0.662, 0.034, -0.583, 0.245, 0.374, 0.308, 0.412, 0.381, 0.503, 0.031, -1.023, -0.305, 0.283, 0.287, 0.372, 0.378, 0.353, 0.373, 0.512, -0.106, 0.310, -0.614, 0.537, 0.442, 0.462, 0.187, -0.620, 0.279, 0.291, -0.028, 0.296, 0.348, 0.425, 0.556, -0.078, 0.435, -0.073, -0.451, 0.277, 0.068, 0.398, 0.326, -0.446, 0.344, 0.500, 0.280, 0.055, 0.396, 0.456, 0.306, 0.182, 0.154, 0.373, 0.205, 0.583, 0.360, -0.491, -0.016, 0.128, 0.050, 0.218, -0.235, 0.496, 0.348, 0.587, 0.353, -0.421, 0.259, 0.395, -0.593, 0.361, -0.463, 0.837, 0.224, 0.112, 0.307, 0.177, 0.272, 0.407, -0.207, 0.367, 0.435, 0.209, -0.488, 0.429, 0.446, 0.542, 0.112, 0.323, 0.098, -0.556, 0.299, 0.300, 0.339, 0.328],
  "total_charge": 0,
  "e_lumo_ev": 0.38,
  "fmax_ev_per_a": 4.6,
  "e_homo_ev": -9.1,
  "energy_ha": -9227.5580
}

---

# 2
{
  "formula": "C5H10NO",
  "method": "ωB97M-V/def2-TZVPD",
  "symbols": ["O", "N", "C", "C", "C", "C", "C", "H", "H", "H", "H", "H", "H", "H", "H", "H", "H"],
  "xyz": [[-2.3511, 0.7694, -0.1931], [0.2014, 1.1665, -1.1585], [0.8008, 0.1946, -0.1669], [0.8961, 0.8887, 1.1867], [-0.0648, -1.0059, -0.1119], [0.1454, -2.2894, -0.1855], [-2.1140, -0.2954, 0.2693], [-0.8113, 1.2867, -0.9104], [-2.7292, -0.9686, 0.8499], [1.1381, -2.6862, -0.3649], [0.6766, 2.0753, -1.1062], [1.8116, -0.0731, -0.5142], [-0.0859, 1.1815, 1.5467], [1.3296, 0.2062, 1.9156], [0.2583, 0.8025, -2.1162], [1.5389, 1.7634, 1.1319], [-0.6403, -3.0161, -0.0724]],
  "lowdin_spin": [0.593, 0.004, 0.073, 0.010, 0.430, 0.080, 0.662, -0.001, 0.086, 0.025, 0.000, 0.020, 0.005, 0.000, 0.000, 0.000, 0.013],
  "total_charge": 1,
  "e_lumo_ev": [-3.56, -6.61],
  "fmax_ev_per_a": 3.6,
  "e_homo_ev": [-10.2, -15.2],
  "multiplicity": 3,
  "energy_ha": -326.0456,
  "e_above_lowest_kj_mol": 198.79
}

---

# 3
{
  "formula": "C21H24ClN3O5S",
  "method": "ωB97M-V/def2-TZVPD",
  "symbols": ["Cl", "S", "O", "O", "O", "O", "O", "N", "N", "N", "C", "C", "C", "C", "C", "C", "C", "C", "C", "C", "C", "C", "C", "C", "C", "C", "C", "C", "C", "C", "C", "H", "H", "H", "H", "H", "H", "H", "H", "H", "H", "H", "H", "H", "H", "H", "H", "H", "H", "H", "H", "H", "H", "H", "H"],
  "xyz": [[4.2023, -4.1662, 0.6435], [-2.7707, 0.6056, 0.0098], [-1.3956, 0.8761, 0.3689], [0.8474, 3.0455, 2.6315], [2.3864, 2.8954, -2.1315], [-1.3776, -1.3347, -1.3797], [-3.7724, 1.4863, 0.5355], [0.8927, 2.2971, -0.5450], [-2.9068, 0.7084, -1.6697], [0.5487, -0.2355, -1.8768], [1.0596, -2.5435, -1.1956], [0.7056, 1.6386, 2.7214], [3.5016, -1.6978, -0.1899], [1.2014, 0.8760, -2.5376], [-3.2065, -1.0619, 0.4529], [1.5523, 2.1235, -1.6973], [2.6411, -0.7902, -0.7782], [-4.7680, -2.8559, 0.3448], [-3.9378, -3.6092, 1.1604], [1.9159, -3.4528, -0.6029], [1.0650, 3.5121, 0.2230], [-0.8038, -0.3626, -1.8282], [-4.4021, -1.5688, -0.0121], [3.1339, -3.0298, -0.0971], [-2.3728, -1.7949, 1.2717], [1.9959, 1.0127, 2.1560], [-2.7435, -3.0819, 1.6247], [1.4042, -1.1965, -1.2788], [-1.6420, 0.7999, -2.3652], [2.7934, 2.2136, 1.6298], [1.7561, 3.3437, 1.5974], [-1.8156, 0.6576, -3.4372], [0.1178, -2.8866, -1.5859], [1.6695, 4.1829, -0.3930], [-5.6975, -3.2717, -0.0136], [0.0845, 3.9616, 0.4032], [-4.2237, -4.6139, 1.4346], [2.1423, 0.5179, -2.9673], [3.5915, 2.4747, 2.3241], [0.1822, 1.6484, -0.2199], [-5.0242, -0.9569, -0.6448], [-0.1719, 1.3146, 2.1509], [-1.1576, 1.7670, -2.1922], [2.9485, 0.2409, -0.8391], [3.2318, 2.0455, 0.6493], [2.1917, 4.3152, 1.8541], [-2.0995, -3.6721, 2.2587], [-3.5649, 1.4315, -1.9169], [2.5500, 0.4801, 2.9270], [0.5935, 1.2192, -3.3783], [4.4521, -1.3676, 0.1979], [1.7572, 0.3069, 1.3621], [1.6376, -4.4929, -0.5423], [-1.4459, -1.3577, 1.6064], [0.5464, 1.4032, 3.7764]],
  "mulliken_charge": [-0.227, 0.999, -0.501, -0.559, -0.709, -0.577, -0.812, 0.591, -0.332, 0.386, -0.456, -0.331, -0.970, -1.418, 0.489, 0.873, -0.241, -0.663, -0.442, -0.851, -1.262, 0.329, -0.577, 0.317, -0.092, 0.296, -0.735, 0.586, -0.557, -0.930, 0.307, 0.304, 0.477, 0.566, 0.399, 0.304, 0.392, 0.530, 0.370, -0.129, 0.404, -0.081, 0.532, 0.393, 0.341, 0.470, 0.435, 0.280, 0.596, 0.486, 0.437, -0.523, 0.435, 0.304, 0.344],
  "total_charge": 0,
  "e_lumo_ev": 0.33,
  "fmax_ev_per_a": 0.9,
  "e_homo_ev": -8.8,
  "energy_ha": -2213.4953,
  "e_above_lowest_kj_mol": 97.65
}

---

# 4
{
  "formula": "C7H11N",
  "method": "ωB97M-V/def2-TZVPD",
  "symbols": ["N", "C", "C", "C", "C", "C", "C", "C", "H", "H", "H", "H", "H", "H", "H", "H", "H", "H", "H"],
  "xyz": [[2.9530, 0.2910, 0.6007], [-0.1848, 1.3138, -0.5009], [-1.5861, -1.1773, -0.1798], [-1.4148, 1.3563, -0.0173], [-0.0373, -1.0695, -0.0057], [-2.1159, 0.1423, 0.3657], [0.5949, -0.0189, -0.4165], [2.0549, -0.2327, -0.5497], [2.4402, -0.3783, 1.3661], [-1.7575, 0.0661, 1.3845], [-3.1263, 0.3833, 0.3199], [-1.9186, -1.9687, 0.5482], [2.4161, 1.2052, 0.8308], [0.4290, 2.2588, -0.7076], [2.0393, -1.3688, -0.6614], [0.5837, -2.0150, 0.1558], [2.3641, 0.1889, -1.4988], [-2.0049, -1.3140, -1.1937], [-1.7291, 2.3374, 0.1598]],
  "mulliken_charge": [-0.651, -0.617, -0.571, -0.205, -0.794, -0.840, 0.990, -0.921, 0.369, 0.256, 0.487, 0.260, 0.305, 0.270, 0.355, 0.201, 0.368, 0.320, 0.421],
  "total_charge": 0,
  "e_lumo_ev": 0.95,
  "fmax_ev_per_a": 5.0,
  "e_homo_ev": -8.6,
  "energy_ha": -327.9694,
  "e_above_lowest_kj_mol": 311.34
}

---

# 5
{
  "formula": "C8H10AsClF6N2OPt",
  "method": "ωB97M-V/def2-TZVPD",
  "symbols": ["Pt", "As", "Cl", "F", "F", "F", "F", "F", "F", "O", "N", "N", "C", "C", "C", "C", "C", "C", "C", "C", "H", "H", "H", "H", "H", "H", "H", "H", "H", "H"],
  "xyz": [[9.1133, 7.8537, 5.5947], [9.7226, 8.6521, 8.7946], [8.9619, 8.1078, 3.3553], [8.2666, 9.2917, 9.3476], [10.2142, 7.8772, 10.2168], [8.7097, 7.3173, 8.1362], [10.7135, 10.0173, 8.9349], [11.0325, 7.8984, 7.8344], [9.3357, 9.4762, 7.0226], [9.5532, 5.8296, 6.0097], [7.5352, 4.8962, 6.1978], [6.9962, 7.8388, 5.8042], [8.7890, 4.9758, 6.5221], [6.9352, 5.5582, 5.0658], [4.8725, 6.8891, 5.4749], [6.4782, 8.9984, 6.0941], [4.2844, 8.0755, 5.9430], [6.2543, 6.7914, 5.4159], [5.0843, 9.1647, 6.2023], [9.4658, 4.0634, 7.4682], [6.9710, 4.2660, 6.7046], [4.3010, 6.0501, 5.3247], [4.6458, 10.1729, 6.4725], [6.2723, 4.8896, 4.5538], [10.3643, 4.5491, 7.8297], [9.7792, 3.1873, 6.8859], [8.9197, 3.7634, 8.3402], [7.7561, 5.7044, 4.3292], [7.0952, 9.7978, 6.4416], [3.1978, 8.2042, 6.0021]],
  "lowdin_spin": [1.848, 0.001, 0.502, 0.001, 0.000, 0.025, 0.004, 0.005, 0.122, 0.204, 0.012, 0.186, 0.023, 0.000, 0.008, 0.017, -0.004, 0.015, 0.009, 0.011, 0.000, 0.001, 0.001, 0.000, 0.000, 0.000, 0.003, 0.000, 0.004, 0.000],
  "total_charge": 1,
  "e_lumo_ev": [-3.83, -7.37],
  "fmax_ev_per_a": 2.8,
  "e_homo_ev": [-13.8, -14.3],
  "multiplicity": 4,
  "energy_ha": -3909.8519,
  "e_above_lowest_kj_mol": 5.43
}

---

# 6
{
  "formula": "C4H10N",
  "method": "ωB97M-V/def2-TZVPD",
  "symbols": ["N", "C", "C", "C", "C", "H", "H", "H", "H", "H", "H", "H", "H", "H", "H"],
  "xyz": [[1.6289, -1.1708, 0.3251], [-2.7066, 0.2751, 0.2573], [0.8017, 1.1691, -0.1894], [-2.1439, -0.8258, -0.0518], [0.6850, -0.3616, -0.5394], [1.8429, 1.4722, -0.1256], [0.0925, 1.3815, 0.6354], [2.0931, -1.9047, -0.2249], [-3.7919, 0.3035, 0.4752], [2.2941, -0.4896, 0.7501], [0.1389, 1.8854, -0.9118], [1.0667, -1.6265, 1.0307], [0.9755, -0.4972, -1.5221], [-0.9307, -0.7530, -0.4821], [-2.0463, 1.1426, 0.5733]],
  "mulliken_charge": [-0.287, -0.456, -1.091, -0.234, -0.309, 0.438, 0.303, 0.362, 0.296, 0.349, 0.325, 0.350, 0.295, 0.508, 0.152],
  "total_charge": 1,
  "e_lumo_ev": [-5.63, -5.01],
  "fmax_ev_per_a": 3.9,
  "e_homo_ev": [-13.4, -13.7],
  "energy_ha": -212.6694,
  "e_above_lowest_kj_mol": 658.77
}